ORCA calculation (ωB97M-V/def2-TZVPD) on an isolated ion of composition C2HO3S2 and charge -1 in a non-equilibrium geometry.

Structure (SMILES) = O=C([O-])C1(O)SS1
HOMO level = -4.14 eV
E_LUMO = 3.254 eV

Geometry as ORCA input:
```
! wB97M-V def2-TZVPD RIJCOSX def2/J DEFGRID3
* xyz -1 1
O -1.67 0.79 0.74
C -1.26 0.09 -0.14
O -1.70 -0.61 -1.01
C 0.37 -0.18 0.01
O 1.31 0.97 0.77
S 0.99 -1.81 0.44
S 1.15 -0.94 -1.39
H 0.80 1.69 0.58
*
```